Record 1
A 2-piece molecular cluster, C4H9NO overall at a distorted geometry, computed with wB97M-V/def2-TZVPD.

Structure (XYZ):
```
15
Properties=species:S:1:pos:R:3:forces:R:3
C -2.631712 0.196862 -0.003996 -0.068 0.314 -0.660
C -1.295649 -0.365667 0.353107 -0.312 -0.312 -0.381
C -0.113593 0.231508 0.084926 1.820 -0.225 0.260
N 1.134359 -0.183020 0.529196 -0.678 0.848 -0.621
C 1.290334 -1.487270 0.772575 0.022 -1.163 0.425
H -3.134956 -0.219197 -0.897029 0.132 -0.394 0.207
H -2.528709 1.254277 -0.293107 -0.112 0.000 0.462
H -3.326427 0.074737 0.833302 -0.124 0.311 -0.075
H -1.270324 -1.298514 0.903035 -0.026 0.027 0.161
H -0.019031 1.136363 -0.518443 -0.528 0.227 0.236
H 0.695781 -2.259901 0.259865 -0.109 0.263 0.146
H 1.866186 -1.851580 1.627753 0.265 0.216 -0.264
H 2.802874 1.235447 -0.587683 -0.600 -0.665 0.561
H 3.615545 1.614570 -1.816990 0.213 -0.188 -0.177
O 2.915319 1.921388 -1.246517 0.104 0.742 -0.279
```
Forces are in eV/Å.

Properties
2S+1: 2
Calculated total energy (eV): -7829.5920
LUMO energy (spin up / spin down) (eV): 4.11 / 4.10
Kohn-Sham gap (spin up / spin down) (hartree): 0.160 / 0.248
Relative energy (zero: lowest compared OMol25 entry of this formula, charge and spin) (eV): 0.3531
Molecular weight (g mol⁻¹): 87.1
F_max (Eh/bohr): 0.0360
Charge: -1
HOMO (spin up / spin down) (eV): -0.2371 / -2.6488


Record 2
An isolated molecule of C4H9NO, computed with wB97M-V/def2-TZVPD.

Structure (XYZ):
```
15
Properties=species:S:1:pos:R:3:forces:R:3
C 0.568943 -1.561066 1.278096 0.007 -0.075 0.082
C 1.353643 -0.672472 0.312719 0.122 -0.060 0.057
N 0.350266 -0.092431 -0.556223 -0.140 0.392 0.125
C -0.037930 1.092830 -0.358953 -0.034 -0.300 -0.046
C -1.338293 1.516950 -0.989522 0.136 0.291 0.134
O -1.889632 0.492975 -1.760852 0.004 -0.079 -0.078
H -0.025016 -0.935406 1.954145 0.109 -0.127 -0.070
H -0.130782 -2.174229 0.700866 0.146 0.010 0.136
H 1.210439 -2.216537 1.871877 -0.001 0.105 -0.058
H 1.931029 0.090331 0.860564 -0.097 -0.091 -0.102
H 2.053719 -1.268834 -0.281784 -0.141 0.076 0.056
H 0.462219 1.787625 0.332480 -0.086 -0.117 -0.049
H -1.220638 2.430944 -1.587395 0.045 -0.100 0.046
H -1.998286 1.775001 -0.141678 0.021 0.004 -0.174
H -1.289680 -0.265681 -1.634343 -0.092 0.070 -0.059
```
Forces are in eV/Å.

Properties
Structure (SMILES): CC/N=C/CO
Calculated total energy (eV): -7830.7548
LUMO energy (eV): 1.07
Kohn-Sham gap (hartree): 0.411
Relative energy (zero: lowest compared OMol25 entry of this formula, charge and spin) (eV): 1.5652
Molecular weight (g mol⁻¹): 87.1
F_max (Eh/bohr): 0.0085
HOMO (eV): -10.1189


Record 3
An isolated molecule of C4H9NO at a distorted geometry, computed with wB97M-V/def2-TZVPD.

Structure (XYZ):
```
15
Properties=species:S:1:pos:R:3:forces:R:3
C -1.938713 -1.735589 0.238784 -0.321 -0.191 0.160
C -0.613264 -1.106390 0.728240 -0.639 -0.820 -0.222
C 0.256602 -0.544058 -0.410957 -0.052 -0.311 0.527
C 0.665462 0.915657 -0.189368 -0.208 -1.275 -0.271
N 1.927981 1.219171 -0.614737 -0.133 0.139 -0.117
O -0.102542 1.677007 0.337772 0.028 0.838 0.231
H -2.735457 -1.538494 0.957806 0.011 -0.098 0.040
H -1.871922 -2.821177 0.134531 0.104 0.029 0.028
H -2.322483 -1.380833 -0.720185 0.300 0.319 0.010
H -0.863837 -0.404485 1.512408 0.222 0.621 -0.223
H -0.089611 -1.911062 1.245693 0.282 0.085 -0.036
H 1.108876 -1.209688 -0.554199 0.224 0.219 -0.044
H -0.326893 -0.623458 -1.327545 0.035 0.351 -0.169
H 2.340086 0.579181 -1.270816 0.166 0.053 0.036
H 2.170489 2.191625 -0.711184 -0.017 0.043 0.047
```
Forces are in eV/Å.

Properties
Structure (SMILES): CCCC(N)=O
Calculated total energy (eV): -7831.9198
LUMO energy (eV): 0.93
Kohn-Sham gap (hartree): 0.396
Relative energy (zero: lowest compared OMol25 entry of this formula, charge and spin) (eV): 0.4002
Molecular weight (g mol⁻¹): 87.1
F_max (Eh/bohr): 0.0257
HOMO (eV): -9.8391


Record 4
An isolated molecule of C4H9NO, computed with wB97M-V/def2-TZVPD.

Structure (XYZ):
```
15
Properties=species:S:1:pos:R:3:forces:R:3
C -0.404150 1.637947 1.547507 -0.107 0.064 0.123
O 0.507698 1.346429 0.475857 0.194 -0.097 0.004
C 0.302080 0.016000 -0.338173 -0.290 -0.185 0.081
N -0.869907 -0.413406 -0.303798 0.506 0.225 -0.055
C -1.163068 -1.608048 -1.075051 -0.070 -0.209 -0.116
C 1.668727 -0.281025 -0.565933 -0.018 -0.241 -0.245
H -1.121540 2.374202 1.183124 0.084 -0.101 0.081
H 0.177778 2.052084 2.371837 -0.091 -0.050 -0.098
H -0.926646 0.724256 1.836444 0.083 0.138 -0.006
H -0.660473 -1.610307 -2.051562 -0.052 0.009 0.143
H -0.844024 -2.504254 -0.528054 -0.054 0.113 -0.069
H -2.242973 -1.679644 -1.230881 0.180 0.019 0.011
H 1.899649 -1.318592 -0.797258 -0.056 0.150 0.031
H 2.208559 0.441806 -1.178905 -0.084 -0.055 0.114
H 1.468287 0.822551 0.654847 -0.224 0.219 0.003
```
Forces are in eV/Å.

Properties
Calculated total energy (eV): -7827.5572
LUMO energy (eV): 0.93
Kohn-Sham gap (hartree): 0.323
Relative energy (zero: lowest compared OMol25 entry of this formula, charge and spin) (eV): 4.7627
Molecular weight (g mol⁻¹): 87.1
F_max (Eh/bohr): 0.0108
HOMO (eV): -7.8624


Record 5
A 2-piece molecular cluster, C4H9NO overall at a distorted geometry, computed with wB97M-V/def2-TZVPD.

Structure (XYZ):
```
15
Properties=species:S:1:pos:R:3:forces:R:3
C -1.311587 -0.465745 0.481975 0.007 0.040 0.251
N -0.260080 0.380478 -0.012052 -1.741 0.291 -1.358
C -0.797632 1.622096 -0.500604 0.051 0.174 0.291
C 1.698267 -0.883306 -0.705043 0.612 -0.170 -0.578
C 1.653151 -0.924194 0.693620 -0.338 0.791 1.202
O 1.429180 0.116446 1.355941 1.402 -1.210 0.201
H -2.011234 -0.745625 -0.321339 0.122 0.053 0.058
H -1.897055 0.057558 1.253919 0.020 -0.141 -0.056
H -0.883813 -1.379621 0.909145 -0.111 0.103 -0.040
H -1.334182 2.137177 0.312549 0.023 0.030 -0.155
H 0.011676 2.267911 -0.851803 -0.121 -0.063 -0.012
H -1.524350 1.462313 -1.312513 0.103 -0.015 0.069
H 1.876869 0.057743 -1.208807 -0.067 -0.120 0.073
H 1.739161 -1.798934 -1.294446 -0.093 0.174 0.150
H 1.611624 -1.904297 1.199451 0.130 0.063 -0.097
```
Forces are in eV/Å.

Properties
Calculated total energy (eV): -7826.6856
LUMO energy (spin up / spin down) (eV): 0.11 / -0.89
Kohn-Sham gap (spin up / spin down) (hartree): 0.315 / 0.285
Relative energy (zero: lowest compared OMol25 entry of this formula, charge and spin) (eV): 5.6344
Molecular weight (g mol⁻¹): 87.1
F_max (Eh/bohr): 0.0433
HOMO (spin up / spin down) (eV): -8.4693 / -8.6425


Record 6
An isolated molecule of C4H9NO, computed with wB97M-V/def2-TZVPD.

Structure (XYZ):
```
15
Properties=species:S:1:pos:R:3:forces:R:3
C 0.088378 0.520189 -1.530894 -0.008 0.030 -0.041
C 0.045791 0.048054 -0.096983 0.028 -0.096 -0.100
C -0.737603 -1.238083 0.140221 0.084 0.000 -0.329
O -0.931986 -1.484370 1.507432 -0.076 0.167 0.153
C 1.152329 0.393311 0.822243 0.278 -0.116 0.000
N -0.164700 1.020141 0.977324 -0.177 0.251 -0.021
H 0.693127 1.427909 -1.636582 -0.080 -0.129 0.065
H 0.525253 -0.245766 -2.182046 -0.058 0.079 0.117
H -0.919999 0.736901 -1.903084 0.118 -0.041 0.074
H -1.699711 -1.163029 -0.396575 0.116 0.017 0.105
H -0.195494 -2.093617 -0.280300 -0.041 0.129 0.030
H -1.078329 -0.604179 1.897933 0.011 -0.178 0.016
H 1.968636 0.999311 0.433747 -0.150 -0.076 0.019
H 1.426854 -0.290911 1.620543 -0.072 0.086 -0.104
H -0.172643 1.973743 0.627333 0.027 -0.121 0.015
```
Forces are in eV/Å.

Properties
Structure (SMILES): C[C@@]1(CO)CN1
Calculated total energy (eV): -7830.5036
LUMO energy (eV): 0.99
Kohn-Sham gap (hartree): 0.391
Relative energy (zero: lowest compared OMol25 entry of this formula, charge and spin) (eV): 1.8164
Molecular weight (g mol⁻¹): 87.1
F_max (Eh/bohr): 0.0066
HOMO (eV): -9.6379


Record 7
A 2-piece molecular cluster, C4H9NO overall at a distorted geometry, computed with wB97M-V/def2-TZVPD.

Structure (XYZ):
```
15
Properties=species:S:1:pos:R:3:forces:R:3
C -1.597473 -0.444118 -1.619135 3.085 -1.831 0.580
C -0.044598 -0.461867 -1.803401 0.370 5.235 -2.377
C 0.845271 0.013110 -0.874457 -1.692 -1.555 -0.787
C 0.417417 0.045389 0.505374 0.240 1.045 3.102
N 1.385289 0.522871 1.457787 -1.303 0.648 -0.497
O -0.669251 -0.228627 0.991847 0.126 -0.476 -0.975
H -1.985448 0.480777 -1.231970 0.211 0.061 0.693
H -2.251324 -0.826281 -2.393655 0.638 -0.353 -0.246
H -1.171453 -1.176636 -0.895733 -3.441 -0.585 1.130
H 0.261380 -0.210427 -2.829789 0.427 -1.145 0.029
H 1.849481 0.372495 -1.061923 -0.026 -0.495 -0.419
H 1.857112 1.326813 1.068095 0.612 -0.001 -0.078
H 0.778265 0.896121 2.207252 0.751 -0.547 -0.147
H -1.177718 1.513165 4.887319 0.454 -0.432 0.444
H -0.725417 1.087517 5.332262 -0.450 0.432 -0.451
```
Forces are in eV/Å.

Properties
Structure (SMILES): C/C=C\C(N)=O.[H][H]
Calculated total energy (eV): -7828.3923
LUMO energy (eV): 0.12
Kohn-Sham gap (hartree): 0.346
Relative energy (zero: lowest compared OMol25 entry of this formula, charge and spin) (eV): 3.9277
Molecular weight (g mol⁻¹): 87.1
F_max (Eh/bohr): 0.1120
HOMO (eV): -9.2934


Record 8
An isolated molecule of C4H9NO at a distorted geometry, computed with wB97M-V/def2-TZVPD.

Structure (XYZ):
```
15
Properties=species:S:1:pos:R:3:forces:R:3
N 1.881695 1.046106 0.054761 3.582 1.696 -0.940
C 1.425406 -0.360265 0.122077 2.523 0.544 0.195
C 0.040150 -0.635871 -0.215139 -0.615 -0.528 -5.667
C -1.040961 -0.018543 0.488967 -2.504 1.384 -0.557
C -2.437817 0.036951 -0.059690 1.478 0.650 2.413
O -1.638817 1.229851 -0.053502 0.522 -1.321 0.297
H 1.975484 1.586628 -0.954430 -0.638 -2.509 3.076
H 2.963945 0.989350 0.400914 -3.436 0.487 -1.113
H 1.434584 -0.660054 1.188620 0.966 0.190 -0.235
H 2.165184 -0.970873 -0.485512 -1.198 0.009 0.819
H -0.207290 -0.209910 -1.241861 0.791 -0.755 0.349
H 0.009774 -1.731341 -0.376271 -0.653 0.360 0.495
H -0.787672 0.052893 1.483195 -0.525 0.412 2.677
H -3.272339 0.032054 0.669821 0.397 -0.074 -0.848
H -2.511323 -0.386973 -1.021953 -0.691 -0.543 -0.961
```
Forces are in eV/Å.

Properties
Structure (SMILES): NCC[C@@H]1CO1
Calculated total energy (eV): -7828.5928
LUMO energy (eV): 1.02
Kohn-Sham gap (hartree): 0.376
Relative energy (zero: lowest compared OMol25 entry of this formula, charge and spin) (eV): 3.7272
Molecular weight (g mol⁻¹): 87.1
F_max (Eh/bohr): 0.1113
HOMO (eV): -9.2154


Question: Look up the relative energy (zero: lowest compared OMol25 entry of this formula, charge and spin) of the second one.
Answer: 1.5652 eV


Question: Which value of calculated total energy does entry 8 give?
Answer: -7828.5928 eV


Question: Which formula does entry 1 have?
Answer: C4H9NO


Question: What is the formula in the third record?
Answer: C4H9NO